Density functional theory data (ωB97M-V/def2-TZVPD) for the molecule C6H5Cl2N3O4 in a non-equilibrium geometry.

Properties
Kohn-Sham gap	8.69	eV
energy	-1617.10533	a.u.
LUMO	-0.036	hartree
HOMO energy	-9.67	eV
net charge	0
energy relative to the best compared isomer or geometry (same formula, charge and spin)	30.1	kJ/mol
SMILES	CN1C(C(=O)O)=C([N+](=O)[O-])C(Cl)=N[C@@H]1Cl

Positions of all 20 atoms, in Å:
C (-0.5142, -0.3335, -1.3061)
C (-0.1720, 0.2338, -0.0579)
C (0.5435, -0.8979, -1.9412)
C (-1.2546, 1.1568, 0.6545)
C (1.6459, -1.0900, 0.0229)
C (1.3092, 0.5476, 1.8208)
N (1.6514, -1.2582, -1.2928)
N (-1.7574, 0.1747, -1.8828)
N (0.9248, 0.0496, 0.5258)
O (-0.9569, 2.3387, 0.8265)
O (-2.3123, -0.4339, -2.7600)
O (-2.2048, 0.4459, 1.2475)
O (-2.1994, 1.1835, -1.2843)
Cl (0.5501, -1.1862, -3.6862)
Cl (0.9464, -2.7117, 0.9785)
H (2.6351, -1.2206, 0.4086)
H (0.7973, 1.5462, 1.9609)
H (0.8430, -0.3347, 2.4963)
H (2.4562, 0.6753, 1.8452)
H (-2.9311, 1.1147, 1.4237)

Cartesian forces (eV/Å) of the 3 atoms listed first:
-0.964 1.811 1.559
-5.489 1.572 -1.030
3.080 -2.292 -1.498

---

Density functional theory data (ωB97M-V/def2-TZVPD) for a 5-piece molecular cluster, H8IO4 overall in a non-equilibrium geometry.

Properties
Kohn-Sham gap	8.11	eV
energy	-603.57079	a.u.
LUMO	0.124	hartree
HOMO energy	-4.74	eV
net charge	-1
energy relative to the best compared isomer or geometry (same formula, charge and spin)	25.5	kJ/mol

Positions of all 13 atoms, in Å:
I (23.5170, 9.4590, -6.7520)
O (24.3130, 9.0340, -3.4030)
H (24.1660, 9.0350, -4.3400)
H (23.4210, 9.0160, -2.9830)
O (20.8990, 10.8100, -4.5640)
H (21.4650, 11.0960, -3.8320)
H (21.4030, 10.8160, -5.3740)
O (20.6910, 7.3880, -6.1960)
H (21.3410, 8.1090, -6.3170)
H (19.9840, 7.7910, -5.6580)
O (21.8090, 8.0800, -9.8340)
H (21.0830, 7.9760, -9.2310)
H (22.4610, 8.4000, -9.2300)

Cartesian forces (eV/Å) of the 3 atoms listed first:
-0.072 0.147 -0.255
-0.640 -0.027 2.203
-0.381 0.048 -1.233

---

Density functional theory data (ωB97M-V/def2-TZVPD) for C14H26BN2PSr as an isolated structure in a non-equilibrium geometry.

Properties
Kohn-Sham gap (alpha / beta)	5.20 / 6.33	eV
energy	-1055.25715	a.u.
LUMO (alpha / beta)	-0.084 / -0.084	hartree
HOMO energy (alpha / beta)	-7.48 / -8.62	eV
net charge	0
energy relative to the best compared isomer or geometry (same formula, charge and spin)	0.0	kJ/mol

Positions of all 45 atoms, in Å:
C (3.7003, -0.5066, -1.7792)
C (3.3366, 0.6392, -1.0843)
C (2.1521, 0.6772, -0.3123)
C (1.3598, -0.4518, -0.3116)
C (1.6734, -1.5847, -1.0322)
C (2.8906, -1.6415, -1.7439)
C (1.8101, 1.9301, 0.4763)
C (0.4819, 2.6440, 0.1051)
N (-0.6355, 1.7657, -0.3125)
Sr (-0.6372, -0.0667, 1.5294)
C (0.6963, -2.7356, -1.0549)
P (-1.0384, -2.0297, -0.9438)
H (3.9688, 1.5280, -1.1295)
H (3.1691, -2.5576, -2.2685)
H (4.6170, -0.5241, -2.3669)
H (0.8001, -3.3938, -0.1703)
H (0.7428, -3.3507, -1.9677)
H (1.8080, 1.7389, 1.5759)
H (2.6012, 2.6808, 0.2979)
H (0.1498, 3.2476, 0.9584)
C (-1.9355, -3.6325, -0.8079)
C (-1.1836, -1.8752, -2.7757)
H (0.6938, 3.3309, -0.7325)
C (-0.6287, 1.6090, -1.7696)
C (-1.9181, 2.3413, 0.1405)
H (-0.6476, -2.4868, 1.5843)
H (-0.7619, 2.5971, -2.2508)
H (0.3160, 1.1673, -2.0810)
H (-1.4490, 0.9416, -2.0716)
H (-2.1582, 3.2722, -0.4144)
H (-2.7371, 1.6129, -0.0134)
H (-1.8639, 2.5744, 1.2192)
H (-1.0751, -2.8761, -3.2197)
H (-2.1713, -1.4662, -3.0316)
H (-0.4102, -1.2122, -3.1911)
H (-1.7250, -4.2815, -1.6691)
H (-1.6430, -4.1316, 0.1237)
H (-3.0068, -3.3913, -0.7546)
H (-2.8522, -1.0059, 1.0581)
B (-1.2981, 1.4794, 5.8360)
C (-0.6610, 1.4945, 4.4335)
N (-0.1763, 1.5026, 3.3603)
H (-0.5034, 0.9482, 6.6003)
H (-2.3370, 0.8446, 5.7889)
H (-1.5130, 2.6346, 6.1729)

Cartesian forces (eV/Å) of the 3 atoms listed first:
-0.055 -0.333 -0.082
-0.346 -0.057 0.234
0.160 0.801 0.205

---

Density functional theory data (ωB97M-V/def2-TZVPD) for the molecule C3H3FP2 in a non-equilibrium geometry.

Properties
Kohn-Sham gap	8.43	eV
energy	-898.58202	a.u.
LUMO	-0.017	hartree
HOMO energy	-8.91	eV
net charge	0
energy relative to the best compared isomer or geometry (same formula, charge and spin)	79.9	kJ/mol
SMILES	F/C=C/P1#P=C1

Positions of all 9 atoms, in Å:
C (-0.4455, -0.6265, -0.7057)
C (1.7162, 0.9618, 0.6434)
C (-1.4978, -0.3282, 0.0408)
F (-2.7025, -0.7176, -0.3882)
P (1.3379, -0.0077, -0.7977)
P (2.2943, -0.5367, 1.1398)
H (-0.8130, -1.1564, -1.5729)
H (1.8082, 2.0077, 0.8155)
H (-1.6978, 0.4038, 0.8249)

Cartesian forces (eV/Å) of the 3 atoms listed first:
0.407 0.774 0.359
0.662 -1.472 0.362
0.183 1.448 -0.092

---

Density functional theory data (ωB97M-V/def2-TZVPD) for C30H23Cl2N2O2S5Zn as an isolated structure.

Properties
Kohn-Sham gap	6.67	eV
energy	-6107.79997	a.u.
LUMO	0.074	hartree
HOMO energy	-4.65	eV
net charge	-1
energy relative to the best compared isomer or geometry (same formula, charge and spin)	0.0	kJ/mol

Positions of all 65 atoms, in Å:
Zn (0.3766, -0.6798, -1.5960)
S (2.5517, -0.9970, -0.9741)
C (3.1463, 0.6122, -1.3468)
C (4.3494, 1.0012, -0.7544)
C (4.9117, 2.2542, -0.9599)
C (6.1360, 2.6008, -0.3004)
N (7.1120, 2.8804, 0.2416)
C (4.2505, 3.1647, -1.7977)
C (3.0571, 2.7902, -2.3970)
C (2.4732, 1.5339, -2.1981)
S (0.9461, 1.1965, -2.9594)
C (4.7744, 4.4809, -2.0241)
N (5.1811, 5.5432, -2.1976)
H (4.8560, 0.3009, -0.1031)
H (2.5466, 3.4975, -3.0374)
O (-0.6677, 0.4524, -0.0669)
S (0.2916, 1.5428, 0.3613)
C (0.8670, 1.1180, 2.0360)
C (-0.1685, 1.1431, 3.1537)
C (-1.1296, -0.0506, 3.1513)
C (-0.5152, -1.3067, 3.7814)
S (-0.4378, -2.7641, 2.7087)
O (0.3277, -2.3436, 1.5099)
C (-2.1682, -2.7927, 2.2291)
C (-2.4514, -2.6420, 0.8837)
C (-3.7760, -2.6820, 0.4654)
C (-4.7926, -2.8747, 1.3881)
C (-4.4927, -3.0407, 2.7372)
C (-3.1749, -3.0075, 3.1628)
C (-0.7472, 2.9312, 0.7740)
C (-0.1504, 4.1418, 1.0981)
C (-0.9530, 5.2251, 1.4189)
C (-2.3366, 5.0954, 1.3957)
C (-2.9190, 3.8857, 1.0452)
C (-2.1234, 2.7924, 0.7289)
H (1.6659, 1.8436, 2.2133)
H (1.3350, 0.1382, 1.8887)
H (-0.7335, 2.0751, 3.0904)
H (0.3572, 1.1806, 4.1135)
H (-1.4527, -0.2508, 2.1284)
H (-2.0230, 0.2113, 3.7212)
H (-1.0331, -1.6150, 4.6920)
H (0.5349, -1.1574, 4.0472)
H (-1.6431, -2.5017, 0.1756)
H (-3.9988, -2.5648, -0.5875)
H (-5.8237, -2.9047, 1.0593)
H (-5.2872, -3.2000, 3.4554)
H (-2.9366, -3.1486, 4.2112)
H (0.9293, 4.2394, 1.0875)
H (-0.4992, 6.1741, 1.6728)
H (-2.9611, 5.9458, 1.6379)
H (-3.9968, 3.7920, 1.0116)
H (-2.5464, 1.8390, 0.4393)
Cl (0.6741, -4.0754, -1.2746)
C (0.5429, -3.9134, -2.9971)
C (1.3300, -4.7438, -3.7766)
C (1.2606, -4.6586, -5.1562)
C (0.4023, -3.7439, -5.7410)
C (-0.3703, -2.9169, -4.9426)
Cl (-1.4219, -1.7949, -5.7524)
C (-0.3285, -2.9560, -3.5411)
S (-1.3248, -1.8965, -2.5542)
H (1.9932, -5.4461, -3.2912)
H (1.8759, -5.2998, -5.7734)
H (0.3286, -3.6542, -6.8158)

Cartesian forces (eV/Å) of the 3 atoms listed first:
-0.100 0.182 -0.538
-0.045 0.092 0.216
0.006 0.005 -0.035

---

Density functional theory data (ωB97M-V/def2-TZVPD) for C32H25BIrN6O2 as an isolated structure in a non-equilibrium geometry.

Properties
Kohn-Sham gap (alpha / beta)	6.24 / 5.24	eV
multiplicity	6
energy	-1842.10877	a.u.
LUMO (alpha / beta)	-0.205 / -0.308	hartree
HOMO energy (alpha / beta)	-11.81 / -13.62	eV
net charge	+2
energy relative to the best compared isomer or geometry (same formula, charge and spin)	45.1	kJ/mol

Positions of all 67 atoms, in Å:
Ir (0.1726, 0.2725, 0.2546)
C (-1.6058, 5.7374, 0.0201)
C (-0.2131, 5.7537, 0.0612)
C (0.5028, 4.5977, -0.1518)
C (-0.1729, 3.3794, -0.4124)
C (-1.5882, 3.3750, -0.4178)
C (-2.2865, 4.5428, -0.2194)
N (0.5082, 2.2123, -0.6136)
C (1.8268, 2.2454, -1.1024)
C (2.2566, 3.1344, -2.0866)
C (3.5706, 3.0832, -2.5262)
C (4.4564, 2.1641, -1.9785)
C (4.0406, 1.2598, -1.0069)
C (2.7233, 1.2817, -0.5884)
N (2.1725, 0.4137, 0.3703)
N (2.9832, -0.1850, 1.1886)
C (2.4133, -0.9184, 2.1568)
C (3.2540, -1.5108, 3.1292)
C (2.7057, -2.1995, 4.1658)
C (1.2949, -2.3011, 4.2869)
C (0.5193, -1.7367, 3.3339)
N (1.0447, -1.0649, 2.2552)
H (-2.1615, 6.6505, 0.1845)
H (0.3099, 6.6754, 0.2765)
H (1.5814, 4.6023, -0.0726)
H (-2.1139, 2.4588, -0.6322)
H (-3.3676, 4.5383, -0.2548)
H (1.5574, 3.8428, -2.5128)
H (3.9057, 3.7623, -3.2978)
H (5.4832, 2.1429, -2.3178)
H (4.7253, 0.5447, -0.5745)
H (4.3201, -1.3769, 3.0183)
H (3.3437, -2.6505, 4.9140)
H (0.8421, -2.8049, 5.1283)
H (-0.5604, -1.7767, 3.3725)
N (-0.0629, -0.2665, -2.0580)
C (-1.4655, -0.0965, -2.3715)
C (-1.9239, -0.0700, -3.6593)
C (-3.2997, 0.0479, -3.9387)
C (-4.2031, 0.1232, -2.9189)
C (-3.7621, 0.1213, -1.5754)
C (-4.6544, 0.2278, -0.4847)
C (-4.1653, 0.2587, 0.7893)
C (-2.7766, 0.2105, 0.9807)
N (-1.9144, 0.1144, -0.0107)
C (-2.3806, 0.0335, -1.2976)
H (0.5315, 0.3515, -2.6037)
H (0.2260, -1.2196, -2.2546)
H (-1.2193, -0.1585, -4.4776)
H (-3.6312, 0.0624, -4.9676)
H (-5.2639, 0.1946, -3.1207)
H (-5.7187, 0.2876, -0.6755)
H (-4.8132, 0.3395, 1.6498)
H (-2.3570, 0.2737, 1.9771)
O (-0.8296, -2.5870, 1.1606)
B (0.2678, -1.7078, 0.7256)
O (1.3247, -2.6350, 0.3064)
C (0.9688, -3.8374, 0.6549)
C (1.7014, -5.0209, 0.5524)
C (1.0628, -6.1477, 0.9920)
C (-0.2710, -6.1225, 1.5171)
C (-1.0059, -4.9695, 1.6197)
C (-0.3702, -3.8108, 1.1830)
H (2.7055, -5.0260, 0.1537)
H (1.5636, -7.1059, 0.9508)
H (-0.6958, -7.0643, 1.8389)
H (-2.0122, -4.9461, 2.0122)

Cartesian forces (eV/Å) of the 3 atoms listed first:
-0.967 0.478 -0.116
0.010 0.014 0.001
0.003 0.013 0.001

---

Density functional theory data (ωB97M-V/def2-TZVPD) for C26H26IrN2O2Te as an isolated structure.

Properties
Kohn-Sham gap	5.83	eV
energy	-1638.71749	a.u.
LUMO	0.089	hartree
HOMO energy	-3.39	eV
net charge	-1
energy relative to the best compared isomer or geometry (same formula, charge and spin)	0.0	kJ/mol

Positions of all 58 atoms, in Å:
Ir (-1.2204, -0.2224, 0.3876)
C (1.0344, -1.2464, 4.8573)
C (0.5007, -0.0846, 4.0405)
O (-0.6673, 0.2366, 4.1823)
C (1.4225, 0.6665, 3.1838)
C (2.7651, 0.7533, 3.5810)
C (3.6570, 1.6195, 2.9917)
C (3.1907, 2.4410, 1.9581)
C (1.8989, 2.3468, 1.5091)
C (0.9668, 1.4156, 2.0510)
O (-0.1688, 1.2875, 1.4526)
H (0.1862, -1.7635, 5.2998)
H (1.6880, -0.8915, 5.6564)
H (1.6114, -1.9295, 4.2328)
H (3.1018, 0.1409, 4.4094)
H (4.6843, 1.6751, 3.3265)
H (3.8678, 3.1439, 1.4846)
H (1.5569, 2.9449, 0.6737)
N (-0.2719, 2.5821, -1.0592)
C (-0.2835, 1.5954, -1.9884)
C (-0.3020, 1.8786, -3.3278)
C (-0.2211, 0.9499, -4.4172)
C (-0.5562, -0.3581, -4.5015)
C (-1.2059, -1.1172, -3.4530)
C (-1.9982, -2.2434, -3.7294)
C (-2.6640, -2.8916, -2.7092)
C (-2.5745, -2.4015, -1.4107)
N (-1.8252, -1.3362, -1.1385)
C (-1.1030, -0.7427, -2.1190)
H (-0.3500, 2.3035, -0.0816)
H (-0.5255, 3.5164, -1.3288)
H (-0.2679, 2.9290, -3.6080)
H (0.1270, 1.3939, -5.3475)
H (-0.4483, -0.8536, -5.4605)
H (-2.0790, -2.5974, -4.7511)
H (-3.2638, -3.7707, -2.9050)
H (-3.0898, -2.8612, -0.5792)
C (-0.1597, 0.2032, -1.4407)
C (1.2540, -0.2974, -1.4382)
C (2.3431, 0.5787, -1.4052)
C (3.6476, 0.1101, -1.3501)
C (3.9119, -1.2509, -1.3410)
C (2.8414, -2.1366, -1.3879)
C (1.5393, -1.6697, -1.4333)
H (2.1607, 1.6457, -1.4181)
H (4.4656, 0.8209, -1.3114)
H (4.9306, -1.6161, -1.2948)
H (3.0205, -3.2059, -1.3812)
H (0.7247, -2.3841, -1.4437)
C (-4.7016, -1.1475, 0.9756)
Te (-2.9725, -0.6713, 2.1696)
C (-3.7220, 1.3081, 2.4287)
H (-5.5988, -0.9041, 1.5441)
H (-4.7167, -2.2076, 0.7275)
H (-4.6577, -0.5622, 0.0581)
H (-4.5983, 1.3022, 3.0750)
H (-3.9673, 1.6846, 1.4380)
H (-2.9178, 1.8911, 2.8666)

Cartesian forces (eV/Å) of the 3 atoms listed first:
0.360 0.158 -0.162
0.040 -0.112 -0.041
-0.274 0.043 0.104